Entry 1:
# C4H8NO2

The ion C4H8NO2 with charge -1 (the ωB97M-V functional and the def2-TZVPD basis, OMol25).

Geometry as XYZ:
```
15
Properties=species:S:1:pos:R:3:forces:R:3:nbo_charge:R:1
O 1.376921 -2.066046 -0.135364 -3.5983 1.8039 1.3110 -0.62
C 0.480122 -1.343290 0.431513 4.1795 -0.7806 -1.6191 0.41
C -0.372254 -0.186738 -0.201089 -0.1707 -2.0582 0.4822 -0.20
C -1.531036 -0.663686 -1.158193 -1.6092 -1.7963 0.7422 -0.61
N 0.657518 0.789531 -0.597796 -2.7464 -0.1607 0.8911 -0.75
C 0.919679 1.571517 0.968399 1.8635 1.4268 -0.4468 0.19
O -0.075420 1.747729 1.741046 -0.8520 -0.8338 -0.1747 -0.84
H 0.666513 -1.216819 1.532737 -0.7369 -0.2782 -0.3904 0.11
H -0.892001 0.118265 0.739491 0.4691 0.7935 -0.9840 0.24
H -2.586536 -0.483341 -0.592372 2.3657 -0.2917 -1.4988 0.19
H -1.529515 -1.836253 -1.403553 0.2618 2.4097 0.6564 0.19
H -1.554798 -0.180208 -2.142199 0.0613 0.1890 0.3803 0.21
H 1.374415 0.300461 -1.145579 0.0902 0.3137 0.8558 0.35
H 1.715394 0.876156 1.304297 0.2095 0.1519 0.2240 0.06
H 1.350997 2.572721 0.658661 0.2131 -0.8889 -0.4291 0.08
```
Positions in Å, forces in eV/Å.

The lowest unoccupied orbital energy comes out at 0.1474 Eh. Its net charge is -1. For the electronic energy, the calculation gives -9860.41379 eV. For the energy above the lowest of the compared OMol25 structures with the same formula, charge and spin, the calculation gives 4.373 eV. The calculation puts the orbital gap at 7.2365 eV. Its SMILES is C[C@@H](C=O)NC[O-].

***

Entry 2:
# C40H44N6O3P2S3Se2V

A structure of composition C40H44N6O3P2S3Se2V (the ωB97M-V functional and the def2-TZVPD basis, OMol25).

Geometry as XYZ:
```
101
Properties=species:S:1:pos:R:3:forces:R:3:lowdin_charge:R:1
V -0.907381 0.395735 -0.506883 0.5139 0.0206 -0.3963 0.75
C 2.673061 -0.647178 -0.013954 -0.0319 0.0308 0.0223 -0.53
C 2.947116 -0.200241 1.417859 -0.0373 0.0015 0.0057 -0.52
S 1.478858 0.405144 2.294907 0.0446 -0.0124 0.0025 0.82
C 2.091056 1.967804 2.980735 -0.0013 -0.0514 -0.0070 -0.54
C 2.577249 3.028243 1.996468 -0.0146 0.0262 -0.0337 -0.52
S 1.321566 3.463389 0.767703 -0.0671 -0.0182 0.0510 0.88
C 2.204466 3.303642 -0.798760 -0.0459 0.0156 0.0219 -0.51
C 2.912773 1.983261 -1.069599 0.0093 -0.0355 -0.0746 -0.48
S 1.845804 0.513701 -1.128312 -0.0251 0.0106 0.0847 0.89
H 1.996593 -1.503417 0.001076 0.0210 0.0034 0.0209 0.01
H 3.604502 -0.977336 -0.478621 -0.0025 -0.0057 0.0006 0.08
H 3.710050 0.577394 1.450146 0.0094 -0.0029 -0.0005 0.06
H 3.337281 -1.065453 1.956206 0.0059 0.0016 -0.0114 0.06
H 2.882147 1.755599 3.703496 -0.0051 0.0143 0.0050 0.08
H 1.240736 2.352460 3.548487 -0.0153 -0.0016 0.0069 0.06
H 3.477419 2.697388 1.481431 0.0181 -0.0097 -0.0008 0.06
H 2.851096 3.923768 2.557078 0.0168 -0.0128 0.0143 0.07
H 2.937644 4.108208 -0.885899 0.0005 -0.0030 -0.0108 0.08
H 1.428499 3.495017 -1.544045 0.0142 -0.0022 0.0021 0.06
H 3.695048 1.789880 -0.336494 -0.0122 0.0169 -0.0049 0.06
H 3.404944 2.061851 -2.040152 0.0241 -0.0048 0.0050 0.08
C -2.944210 1.433239 -3.387392 0.0109 0.0065 0.0276 0.00
C -1.437427 1.633961 -3.295576 -0.0256 0.0469 0.0033 -0.50
C -0.816302 1.974269 -4.633542 0.0139 0.0159 0.0400 -0.01
O -0.826877 0.418048 -2.786805 0.0201 -0.0347 0.1627 -0.12
C -1.148785 2.719590 -2.227368 0.0628 -0.0931 -0.1032 -0.59
O -0.906643 3.860884 -2.575096 -0.0209 0.0224 0.0170 0.07
O -1.213887 2.295355 -1.010286 -0.1056 0.1508 0.0334 -0.16
H -3.178944 0.631172 -4.093140 -0.0005 -0.0068 -0.0043 0.09
H -3.421262 2.348298 -3.737036 -0.0062 0.0085 -0.0064 0.10
H -3.354910 1.173006 -2.410042 0.0011 0.0047 -0.0270 0.09
H -1.075464 1.215570 -5.374985 -0.0005 -0.0165 -0.0029 0.09
H 0.268232 2.021594 -4.540012 0.0036 0.0092 -0.0098 0.09
H -1.173200 2.944862 -4.970568 -0.0058 0.0062 -0.0096 0.09
H -1.300622 -0.343577 -3.146403 -0.0149 0.0198 0.0091 0.09
Se -1.152457 -6.333844 -2.902023 0.0547 0.0145 -0.0097 0.36
P -2.547377 -4.910166 -2.251646 -0.0076 -0.0337 -0.0364 0.53
C -3.394155 -4.120481 -3.649329 -0.0500 -0.0275 0.0167 -0.36
C -2.628004 -3.372699 -4.541640 -0.0107 0.0002 -0.0278 -0.11
C -3.219976 -2.786035 -5.644664 0.0251 -0.0122 0.0149 -0.08
C -4.581816 -2.954064 -5.872912 -0.0206 -0.0023 0.0031 -0.08
C -5.341656 -3.712086 -4.998622 0.0007 0.0029 -0.0102 -0.07
C -4.749961 -4.296997 -3.884595 0.0256 0.0526 0.0149 -0.07
C -3.867918 -5.546795 -1.182219 0.0148 0.0524 -0.0317 -0.37
C -4.087320 -6.914351 -1.098178 -0.0164 -0.0108 -0.0141 -0.11
C -5.122189 -7.400246 -0.310435 0.0156 0.0041 -0.0115 -0.08
C -5.927541 -6.521022 0.396898 -0.0013 0.0147 0.0041 -0.08
C -5.707051 -5.150773 0.314689 -0.0139 0.0008 0.0142 -0.07
C -4.681743 -4.660095 -0.477174 0.0277 -0.0418 0.0004 -0.09
C -1.880830 -3.474480 -1.373750 0.1297 0.0267 -0.0772 -0.39
C -0.785800 -3.222642 -0.528578 -0.0771 0.0135 0.0851 -0.39
N -0.807170 -1.904063 -0.276014 0.0653 -0.0186 -0.0668 -0.02
N -1.841199 -1.398795 -0.918591 -0.4859 -0.1657 -0.0168 -0.19
N -2.505682 -2.297459 -1.592902 -0.0165 0.0015 0.0590 0.05
P 0.515314 -4.175359 0.298568 -0.0146 -0.0263 0.0014 0.54
Se 1.021153 -3.340424 2.162853 0.0031 0.0406 0.0553 0.33
C -0.113402 -5.855153 0.473873 0.0160 0.0201 -0.0095 -0.39
C 0.648279 -6.954444 0.099427 -0.0127 -0.0058 0.0175 -0.11
C 0.173095 -8.233203 0.342733 0.0125 0.0122 -0.0135 -0.08
C -1.059824 -8.412829 0.953000 -0.0044 0.0078 -0.0018 -0.07
C -1.818465 -7.313445 1.331107 0.0135 -0.0056 0.0050 -0.08
C -1.343465 -6.033560 1.099553 0.0247 -0.0071 -0.0065 -0.10
C 1.900777 -4.191237 -0.872569 -0.0431 -0.0012 0.0072 -0.36
C 3.184041 -4.416283 -0.379068 0.0090 -0.0034 0.0032 -0.11
C 4.269193 -4.408755 -1.241208 -0.0071 -0.0032 0.0196 -0.08
C 4.079723 -4.160852 -2.594399 -0.0266 0.0113 -0.0120 -0.08
C 2.804009 -3.926455 -3.086252 0.0271 0.0071 0.0014 -0.07
C 1.713989 -3.943821 -2.228911 -0.0022 -0.0384 0.0058 -0.09
H -1.562816 -3.262756 -4.372438 0.0092 -0.0011 -0.0068 0.10
H -2.621156 -2.205428 -6.334783 0.0029 0.0023 -0.0018 0.10
H -5.044945 -2.498025 -6.738101 -0.0052 0.0037 -0.0052 0.10
H -6.399474 -3.851011 -5.178315 -0.0098 -0.0030 -0.0021 0.10
H -5.351108 -4.882541 -3.201673 -0.0080 -0.0071 -0.0028 0.10
H -3.433572 -7.587563 -1.639298 0.0038 -0.0036 -0.0026 0.07
H -5.292409 -8.466774 -0.244210 -0.0018 -0.0124 0.0001 0.11
H -6.729990 -6.901409 1.015567 -0.0086 -0.0013 0.0056 0.10
H -6.338020 -4.465382 0.865354 -0.0020 0.0042 0.0033 0.10
H -4.514024 -3.592698 -0.555200 -0.0030 0.0132 0.0077 0.10
H 1.597798 -6.812739 -0.400346 0.0065 -0.0107 -0.0012 0.10
H 0.761383 -9.090265 0.043118 0.0039 -0.0108 0.0009 0.11
H -1.430706 -9.413136 1.135816 -0.0031 -0.0086 0.0016 0.10
H -2.781121 -7.451550 1.805273 -0.0109 0.0012 0.0065 0.11
H -1.925212 -5.172939 1.409543 -0.0025 0.0015 0.0121 0.11
H 3.322056 -4.575076 0.683503 0.0115 0.0010 0.0068 0.08
H 5.264046 -4.588149 -0.855496 0.0109 -0.0031 0.0076 0.10
H 4.928414 -4.146658 -3.265765 0.0095 0.0000 -0.0055 0.10
H 2.652518 -3.731041 -4.139396 0.0048 0.0010 -0.0130 0.11
H 0.721395 -3.775249 -2.622413 -0.0363 -0.0079 0.0000 0.07
N -2.163762 3.357443 3.790151 -0.0158 0.0051 -0.0134 0.13
C -2.318788 2.126793 3.201464 0.0265 -0.0182 0.0362 -0.36
C -1.718143 1.853518 1.963262 -0.0620 0.0130 -0.0315 -0.08
N -1.808682 0.655450 1.411514 -0.0754 0.0276 0.1897 -0.03
C -2.496339 -0.290414 2.071216 0.0929 -0.0715 0.0271 -0.11
C -3.079922 -0.000875 3.284945 0.0052 -0.0056 0.0018 -0.10
N -3.002231 1.199017 3.857679 0.0053 0.0379 0.0117 0.13
H -1.969434 4.136391 3.183204 0.0063 0.0012 0.0129 0.10
H -2.793218 3.546327 4.553040 -0.0020 0.0031 -0.0052 0.10
H -1.169180 2.607045 1.417941 0.0389 0.0626 -0.0557 0.06
H -2.548373 -1.272910 1.626598 0.0040 0.0034 0.0103 0.10
H -3.631582 -0.761032 3.823441 -0.0018 -0.0175 -0.0106 0.11
```
Positions in Å, forces in eV/Å.

The lowest unoccupied orbital energy (spin up / spin down) comes out at 0.0103 / 0.0052 Eh. For the electronic energy, the calculation gives -264745.19204 eV. For the energy above the lowest of the compared OMol25 structures with the same formula, charge and spin, the calculation gives 0.000 eV. As for the multiplicity: 4. As for the expectation value of S²: 3.757. The calculation puts the orbital gap (spin up / spin down) at 7.5504 / 7.9434 eV.